The following is a quantum chemistry calculation of C38H53N13OPbS as an isolated structure at a distorted geometry, from the OMol25 dataset.

CARTESIAN COORDINATES (ANGSTROEM)
Pb  -0.25048  0.36084  -0.62034
C  -3.52637  -0.98453  -0.42166
N  -2.63893  -0.24572  0.49048
C  -2.31792  -0.99322  1.71113
C  -1.33026  -2.06418  1.37346
N  -0.38183  -1.90431  0.47554
C  0.27112  -3.13591  0.38566
C  1.28164  -3.58600  -0.46137
C  1.70059  -4.89478  -0.32521
C  1.11875  -5.76047  0.61140
C  0.09589  -5.34220  1.43718
C  -0.31614  -4.02168  1.30406
N  -1.33067  -3.29895  1.90922
C  -3.06694  -0.89349  -1.84430
N  -1.89480  -0.42171  -2.21220
C  -1.83087  -0.55533  -3.59726
C  -0.82373  -0.22233  -4.49852
C  -1.06012  -0.47771  -5.83420
C  -2.26444  -1.04631  -6.27105
C  -3.27126  -1.38218  -5.38707
C  -3.02871  -1.12838  -4.04365
N  -3.78725  -1.31988  -2.89573
H  -4.55731  -0.62937  -0.34612
H  -3.52706  -2.04264  -0.14501
H  -3.05343  0.64888  0.72477
H  -3.20456  -1.44082  2.17133
H  -1.86669  -0.30997  2.43123
H  1.67771  -2.95090  -1.23844
H  2.47626  -5.27686  -0.97519
H  1.45555  -6.78666  0.65936
H  -0.37857  -6.01623  2.13807
H  -1.96554  -3.65082  2.60963
H  0.10446  0.21565  -4.14845
H  -0.30043  -0.24057  -6.56649
H  -2.40861  -1.23052  -7.32624
H  -4.19558  -1.82448  -5.73282
H  -4.71145  -1.72351  -2.86577
C  3.60894  3.66518  -1.30154
N  3.22970  3.67510  -2.73902
C  2.83048  5.03916  -3.17237
C  2.14445  2.67069  -3.02574
C  2.64236  1.26685  -2.80248
C  3.53531  0.70718  -3.72791
C  4.13767  -0.51880  -3.50173
C  3.91979  -1.19758  -2.31339
C  3.02511  -0.67130  -1.37570
C  2.36006  0.48156  -1.70019
H  4.37728  4.41113  -1.11308
H  3.98421  2.68365  -1.02576
H  2.72982  3.88610  -0.69735
H  4.05605  3.40474  -3.27770
H  1.94621  5.34646  -2.61778
H  2.61394  5.05552  -4.23835
H  3.63596  5.74217  -2.97213
H  1.83931  2.80735  -4.06364
H  1.30333  2.89065  -2.36974
H  3.75665  1.24897  -4.64289
H  4.80858  -0.93058  -4.24384
H  4.43783  -2.12333  -2.09914
H  2.92600  -1.17517  -0.41385
C  -2.38769  5.26897  3.33869
C  -1.08223  5.41629  4.11803
C  -0.11560  6.37400  3.42561
C  -0.43164  4.04325  4.38186
N  -0.15193  3.29549  3.15950
C  -0.85418  2.29947  2.60887
N  -0.24833  1.93143  1.49582
N  0.83142  2.72957  1.38291
N  0.89351  3.54037  2.36639
H  -2.83407  6.24943  3.18125
H  -3.11365  4.66297  3.88460
H  -2.22127  4.81373  2.35678
H  -1.31739  5.81506  5.10722
H  0.21807  5.98319  2.46362
H  0.76496  6.55049  4.04342
H  -0.60195  7.33373  3.25680
H  -1.09371  3.42967  4.99117
H  0.51457  4.18358  4.90251
H  -1.76449  1.90462  3.02497
C  6.85868  -0.98708  2.15913
N  6.06891  -1.71611  3.14123
C  6.55947  -2.36733  4.22252
C  5.50160  -2.95043  4.88244
N  4.38867  -2.63836  4.18245
C  4.71387  -1.86605  3.10767
S  3.62974  -1.18233  2.03071
H  7.91259  -1.11353  2.38817
H  6.60826  0.07153  2.18722
H  6.65749  -1.37360  1.16263
H  7.60907  -2.38419  4.46691
H  5.48577  -3.54033  5.78395
H  3.44990  -2.93513  4.40740
C  -0.72592  5.40166  -0.56073
N  -1.66190  4.79348  -1.49724
C  -2.71546  5.66829  -2.01641
C  -1.53555  3.52326  -1.87622
C  -2.52319  3.00291  -2.87895
O  -0.59656  2.79753  -1.44190
H  -1.26987  5.86229  0.26391
H  -0.15359  6.18392  -1.06389
H  -0.05355  4.64287  -0.17397
H  -2.51949  6.68204  -1.68048
H  -3.69871  5.36890  -1.65229
H  -2.73342  5.66902  -3.10519
H  -2.33156  3.45928  -3.85255
H  -3.54904  3.24594  -2.60516
H  -2.40177  1.92921  -2.97407

Values from the calculation:
net charge	+4
gap between HOMO and LUMO (spin up / spin down)	4.9 / 6.7	eV
lowest unoccupied orbital energy (spin up / spin down)	-12.17 / -10.39	eV
energy above the lowest of the compared OMol25 structures with the same formula, charge and spin	53.9	kJ/mol